This record from the OMol25 dataset describes 13 unconnected molecules or ions with the total composition C80H190Cl3N10O5 at a distorted geometry. The level of theory is ωB97M-V/def2-TZVPD.

The geometry in XYZ format:
```
288
Properties=species:S:1:pos:R:3:forces:R:3:mulliken_charge:R:1
C -20.740620 6.202700 21.991300 -0.6155 0.1855 0.9503 -0.64
C -21.625170 6.435820 23.232530 -0.0093 -0.2265 0.1872 0.15
N -21.270310 5.628430 24.473310 -1.4204 0.3995 1.4053 0.80
C -20.061910 6.234210 25.254270 -0.5467 -1.2797 -0.7514 -1.10
C -22.518700 5.845990 25.505410 0.9575 0.1536 -0.2369 -0.88
C -23.075370 7.302840 25.599510 0.1271 -0.5163 -0.1656 0.43
C -21.119700 4.101870 24.152490 -0.0707 0.4519 1.0894 -0.39
C -21.046100 3.160280 25.388980 -0.4677 0.2721 0.8920 -1.10
O -22.183520 3.147650 26.256310 0.9971 1.8315 0.4492 -0.32
C -23.314080 2.351250 26.000910 1.4430 -1.1297 -1.8637 -0.71
H -20.939540 5.238560 21.523360 0.1810 -0.2039 0.3231 0.43
H -19.685990 6.305250 22.246920 0.0434 0.0876 -0.5032 0.03
H -21.054860 6.914410 21.227870 0.3432 0.3566 0.1213 -0.13
H -22.671120 6.240260 22.996230 -0.0701 -0.5806 0.0259 0.42
H -21.692800 7.443970 23.641400 0.7057 0.3204 -0.6690 -0.63
H -19.131820 6.106500 24.700440 -0.2434 -0.1011 -0.1729 0.42
H -20.005210 5.655470 26.176190 0.1176 0.1790 -0.0629 0.54
H -20.205580 7.291980 25.474700 -0.3769 -0.1575 -0.2335 0.17
H -22.099210 5.465190 26.436610 -0.1191 0.4600 0.0677 0.67
H -23.276930 5.092750 25.291350 -0.0093 0.3040 -0.5573 0.53
H -23.730410 7.592180 24.777740 0.1342 -0.3384 -0.2802 -0.75
H -22.335950 8.101670 25.656440 0.3015 -0.2414 0.0145 -0.23
H -23.706050 7.415070 26.481410 0.1379 -0.4482 0.2336 0.63
H -20.211560 4.038730 23.553010 -0.0376 -0.1985 0.0640 0.48
H -21.981240 3.787730 23.563280 -0.0455 0.4537 -0.1767 0.37
H -20.245090 3.438750 26.073770 0.1888 0.2350 -0.1969 0.30
H -20.762010 2.157260 25.070650 -0.2490 -0.1586 -0.4259 0.55
H -22.854900 1.383730 25.798070 -0.8411 -0.8084 0.6355 0.36
H -23.695610 2.588800 25.007880 -0.8717 0.4313 0.0434 0.33
H -24.042200 2.388450 26.811190 0.3335 0.0243 -0.1711 0.23
C -22.953710 12.368370 29.618950 -1.0318 -0.5731 -0.5919 -1.29
C -21.892870 12.833270 28.604390 -0.9883 0.9827 1.1346 -0.64
N -21.998650 12.267580 27.167180 1.3093 -1.5964 1.1659 0.75
C -20.886480 12.910990 26.339760 -1.2871 -0.0170 0.0713 -1.09
C -21.607380 10.718890 27.295020 -0.4688 -1.2634 0.3648 -0.11
C -20.352010 10.198480 28.156160 -0.3960 2.1192 -1.1305 -1.41
C -23.416960 12.411320 26.522430 0.5246 1.0582 -0.4014 -0.22
C -23.856220 13.894890 26.296910 -0.0455 -0.6806 1.3932 -0.30
O -24.034230 14.459260 27.605450 -1.0401 0.8174 -1.7216 -0.34
C -24.697480 15.737200 27.524200 1.3385 1.9635 -0.4052 -1.07
H -23.970030 12.571190 29.281230 0.0469 0.1738 -0.1669 0.24
H -22.927370 12.828580 30.606680 0.6864 0.4734 -0.2551 0.47
H -22.958270 11.304210 29.854850 0.4504 -0.1839 -0.2633 0.28
H -20.936450 12.670380 29.101210 0.3764 -0.4962 -0.9630 0.67
H -21.957930 13.915630 28.493160 -0.1614 -0.0863 -0.0867 0.60
H -21.211410 13.900740 26.018950 0.0963 0.1024 0.4332 0.32
H -20.773990 12.335700 25.420800 0.2843 -0.3309 0.2020 0.31
H -20.013440 12.978820 26.988830 0.0033 -0.1264 -0.3631 0.46
H -21.602580 10.281440 26.296670 0.3566 0.6154 -0.3615 -0.24
H -22.475770 10.226490 27.732680 -0.2122 0.4426 0.2940 0.47
H -20.437690 10.558330 29.181480 0.0786 -0.4577 -0.0140 0.38
H -19.420060 10.579470 27.738550 0.0525 0.4786 0.0471 0.33
H -20.154170 9.128530 28.091550 -1.0047 -0.1161 0.0871 0.42
H -24.176540 11.921950 27.132060 0.4449 -0.0526 0.2541 0.42
H -23.366860 11.925440 25.548000 0.2913 -0.2475 0.0041 -0.09
H -24.783490 14.034420 25.741210 -0.5694 -0.9785 0.0991 0.68
H -23.201550 14.421060 25.602180 0.9405 0.3801 0.4856 -0.30
H -23.931760 16.510040 27.457130 0.7869 0.1486 1.4448 0.41
H -25.430350 16.039850 28.272130 0.3089 -0.9297 0.3519 0.39
H -25.065980 16.153000 26.586420 -1.1333 -1.7552 -0.9734 0.31
C -14.061690 15.948420 21.097640 -1.0353 1.7359 -0.1733 -1.12
C -14.559150 17.412170 20.627400 2.1527 -0.7458 -0.8773 -0.58
N -15.471510 17.414070 19.350660 1.6375 0.0007 2.5580 0.55
C -14.692600 16.646860 18.288030 -0.4488 0.7510 -0.3229 -0.64
C -16.752130 16.727040 19.817890 0.3298 -0.2009 -2.2980 -0.08
C -17.646070 17.486540 20.754830 -0.9346 0.2289 0.3849 -0.76
C -15.592710 18.928950 18.980430 -0.2766 -0.5864 0.3250 -0.90
C -16.411600 19.275060 17.750540 1.4624 -1.7152 1.3088 -0.52
O -15.742710 18.685070 16.585610 -2.6573 2.0425 1.0567 -0.25
C -16.531990 19.121740 15.468360 0.9942 -0.1840 -1.4455 -0.83
H -13.489840 15.468010 20.303720 -0.3862 -0.0355 0.1060 0.32
H -14.917570 15.347160 21.404300 0.2679 -0.2253 -0.1718 0.14
H -13.372840 16.003710 21.940570 -0.1602 0.5276 0.0660 0.47
H -13.671960 17.918500 20.247110 0.2630 -0.1138 -0.0082 0.58
H -14.899840 18.167940 21.335090 -0.6894 -0.7141 0.3270 0.60
H -14.303970 15.657370 18.528820 -0.6635 0.0541 0.6602 0.12
H -13.838940 17.302270 18.115410 -0.0869 -0.1339 -0.4668 0.35
H -15.345900 16.593870 17.417110 0.3295 0.0766 -0.0154 0.10
H -16.504940 15.699500 20.084620 0.4891 0.1944 0.5483 0.51
H -17.218380 16.553260 18.848090 -0.8203 0.1994 0.0179 -0.14
H -18.191550 18.276610 20.238760 0.3927 0.3854 0.0711 0.42
H -17.251800 17.840010 21.707570 0.6189 0.2260 -0.3482 0.38
H -18.468730 16.869680 21.116510 0.0899 -0.6379 -0.3250 -0.56
H -14.641990 19.447030 18.854610 0.5972 -0.9813 0.1314 0.55
H -16.003390 19.376860 19.885310 -0.3497 0.0707 -0.1718 0.47
H -16.435010 20.360770 17.844290 -0.1604 0.1877 -1.0146 0.43
H -17.394850 18.862270 17.976230 -0.5143 0.0149 -0.9376 0.26
H -16.622710 20.197410 15.317360 0.2055 0.2215 0.6819 0.42
H -17.546620 18.725900 15.424270 -0.1077 -0.3564 0.4020 0.30
H -15.981750 18.801970 14.583440 -0.1105 -0.2624 -0.0533 0.22
C -19.893950 5.775030 14.012160 1.0791 0.3180 0.5270 -1.03
C -20.188060 5.129730 15.365260 -0.6660 0.0143 0.8563 -0.50
N -19.531160 5.765690 16.612990 -0.4199 0.3727 -0.2966 0.25
C -19.961200 4.947620 18.013650 0.0549 0.8401 -1.5292 -0.66
C -17.942300 5.671160 16.529970 -1.3510 2.1009 1.2713 -0.51
C -17.349980 4.311150 16.581250 -0.5146 -0.2364 0.1909 -1.16
C -19.987990 7.290710 16.579830 -0.5337 -0.9331 1.0832 -0.98
C -21.539400 7.540620 16.267070 2.3184 -0.1711 1.8924 0.30
O -22.185940 6.680090 17.202260 -0.1541 0.3485 -1.4718 -0.33
C -23.527640 6.968630 17.543100 -0.0200 -0.9298 0.5346 -0.86
H -20.264130 5.179870 13.177380 0.2681 -0.2958 0.2377 0.46
H -18.820100 5.951230 13.949690 0.0860 -0.3549 -0.5718 0.31
H -20.320190 6.767290 13.864360 -0.2977 0.0182 0.3349 -0.02
H -19.923660 4.075610 15.449080 -0.0687 0.0767 -0.4890 0.72
H -21.258960 5.246980 15.531160 0.0202 -0.5126 0.2913 0.37
H -20.126450 3.904610 17.743620 0.3887 0.1296 -0.2629 0.52
H -20.902320 5.303350 18.432980 0.2380 0.4258 -0.5521 0.00
H -19.166350 5.078280 18.747980 0.2210 0.1779 -0.3245 0.28
H -17.654250 6.255580 17.403790 0.0331 -0.2376 0.5080 0.26
H -17.594780 6.347370 15.748900 -0.3393 -0.5599 -0.6876 0.55
H -16.278050 4.499940 16.639800 0.0879 -0.4665 -0.5547 0.42
H -17.711360 3.698410 15.755390 0.7199 -0.1201 -0.1361 0.32
H -17.587680 3.792630 17.510090 -0.0961 0.0862 0.0132 0.30
H -19.347470 7.885860 15.928960 0.0781 -0.4770 -0.2924 0.64
H -19.790890 7.628130 17.597370 -0.0482 -0.0290 0.0168 0.23
H -21.674430 7.543940 15.185470 -0.8847 -1.1294 -0.0386 0.51
H -21.771900 8.566070 16.554300 0.2367 0.4520 0.1834 -0.39
H -23.597820 7.803790 18.240010 -0.0362 0.6328 -0.4518 0.18
H -23.831130 6.124410 18.162200 -0.1357 -0.1665 -0.1718 0.36
H -24.206570 6.996740 16.690840 0.0566 0.3497 -0.0546 0.34
C -20.697860 14.925560 14.684450 0.3633 -0.8609 -0.8013 -1.24
C -19.539490 14.046630 14.104320 1.0424 1.3346 1.3540 -0.62
N -18.157760 14.801320 14.109470 2.0282 0.3697 -1.2404 0.49
C -18.143600 16.016480 13.107610 -2.6404 -0.3131 0.1255 -0.85
C -17.810170 15.394670 15.519830 0.2058 -1.8394 0.3589 -0.89
C -17.666230 14.250110 16.661450 0.2335 0.7479 -1.1001 -0.67
C -16.983770 13.798040 13.575240 -1.7210 -0.0013 0.1128 -0.68
C -15.578160 14.192400 13.847540 2.1155 0.6345 0.8145 -0.83
O -15.221150 15.521950 13.557820 -2.3134 -0.1101 -0.7061 -0.28
C -13.879940 15.795130 13.772470 1.1882 0.7457 -0.5624 -0.85
H -20.883380 15.800510 14.061440 -0.1327 -0.1766 -0.0373 0.40
H -20.644360 15.269750 15.717300 0.5775 -0.2701 -0.0277 0.24
H -21.564570 14.266290 14.636690 -0.2684 0.1968 -0.1061 0.36
H -19.776440 13.627190 13.126550 0.2660 0.6475 -0.2779 0.56
H -19.321820 13.174180 14.720400 -0.1673 0.0823 0.2561 0.31
H -18.316240 15.718180 12.073530 0.7018 -0.7054 0.0934 0.38
H -17.402880 16.815480 13.139720 0.5575 -0.8966 0.6836 0.24
H -19.115840 16.470790 13.298540 0.1356 0.4531 0.3175 0.44
H -18.521890 16.188250 15.747380 -0.6267 -0.5614 0.0439 0.60
H -16.918450 16.007260 15.386890 0.5023 -0.6866 -0.1373 0.42
H -17.302070 14.645550 17.609660 -0.4015 0.4342 0.0153 0.16
H -16.905120 13.485040 16.508210 0.3647 0.2837 -0.8024 0.43
H -18.548220 13.630130 16.822100 -0.4965 0.5798 0.0313 -0.11
H -17.163620 13.586800 12.521140 -0.2270 1.0008 -0.2365 0.70
H -17.167970 12.795200 13.960570 -0.0101 0.1780 0.8229 0.37
H -14.883550 13.539670 13.318820 -0.3685 -0.4961 -0.6394 0.61
H -15.226720 14.018250 14.864520 -0.6371 -0.2198 0.6638 0.29
H -13.607830 15.603520 14.810420 0.2524 0.1022 0.0743 0.35
H -13.723040 16.827530 13.460020 -0.1209 0.1892 0.6128 0.28
H -13.213270 15.286110 13.076380 -0.0475 -0.7184 0.1466 0.36
C -23.285950 14.062990 20.582020 -0.4039 0.2220 -0.4577 -1.42
C -22.919730 14.890910 21.822320 -0.6544 -0.9433 -0.8889 1.70
C -23.397860 16.318380 21.552630 1.9217 -0.0355 1.6237 -1.28
N -22.765840 17.256040 22.635280 -0.9152 1.0261 -1.8583 0.58
C -21.233690 17.101050 22.677510 -0.7440 -1.0106 0.8680 -1.13
C -23.509070 17.180330 24.012350 1.4980 -3.4712 0.6439 -0.16
C -24.006490 18.480920 24.457160 -2.0118 -0.6912 1.8969 -0.59
C -23.298570 19.334210 23.579710 1.5689 4.6555 -1.9288 -0.63
C -23.086370 18.701450 22.272210 -0.9292 -0.5625 -0.9902 -0.83
H -24.316280 14.211600 20.258850 -0.1445 0.2108 0.0762 0.49
H -23.175410 12.979070 20.613580 0.4122 0.0772 0.4997 -0.15
H -22.662550 14.458610 19.780170 0.0170 -0.2293 -0.2945 0.62
H -21.846850 14.724780 21.919420 0.0063 0.5908 0.3423 -0.63
H -23.413200 14.505550 22.714560 0.0490 -0.0365 0.1264 -0.14
H -24.485210 16.350190 21.621510 0.1388 0.4012 0.0053 0.52
H -23.020110 16.727260 20.615500 -0.2334 -0.1645 -0.1058 0.43
H -21.102460 16.280550 23.382960 0.5401 0.3664 0.2632 0.24
H -20.696440 18.011920 22.941670 -0.5850 0.0414 0.4740 0.42
H -20.747790 16.747360 21.768160 -0.8946 0.1439 -0.5159 0.49
H -22.705150 16.801770 24.643630 -0.0843 0.1247 0.3816 0.07
H -24.284120 16.416150 24.070960 0.1259 -0.2713 -0.8541 0.17
H -23.878280 18.620250 25.530590 0.6952 0.1410 -0.0434 0.37
H -25.083980 18.636240 24.402380 -0.1556 -0.4502 -0.6520 0.42
H -22.304080 19.644200 23.900640 -0.2492 0.4681 0.6171 0.31
H -23.925280 20.160800 23.244930 0.5051 0.9495 0.8969 0.38
H -22.387450 19.257660 21.647520 0.5331 -0.6551 0.0897 0.32
H -24.019700 18.732960 21.710080 -0.1444 -0.5375 -0.0650 0.50
C -12.269310 11.444170 23.616310 0.1182 0.1709 -0.5350 -1.45
C -13.496320 10.770680 22.983520 -1.1425 0.3010 1.1285 -0.20
C -14.850840 11.115010 23.717500 0.5103 -0.6338 -1.1861 -0.86
N -16.083200 10.196300 23.302810 0.2555 0.3920 1.4384 0.41
C -16.308260 10.173410 21.756890 1.6299 0.3388 2.4876 -0.74
C -17.328520 10.771500 24.031460 0.5666 -1.2265 0.1715 -0.38
C -18.284190 9.568930 24.123410 0.1623 -0.4824 -0.2016 1.08
C -17.380500 8.262920 24.294790 0.2737 1.2099 0.0326 -0.43
C -15.961450 8.741680 23.953780 0.0774 0.8793 -1.1377 -0.80
H -11.455860 11.296400 22.905980 0.0351 0.2208 -0.0713 0.40
H -11.861570 11.047680 24.546170 -0.6260 -0.1710 0.1565 0.39
H -12.429500 12.517650 23.716700 0.0969 0.0432 0.0806 0.33
H -13.320120 9.695020 22.988360 -0.1973 -0.0597 -0.3739 0.35
H -13.646800 11.204440 21.994930 0.3820 -0.5088 -0.3088 0.23
H -15.121670 12.122400 23.401400 -0.2495 0.0211 -0.0283 0.47
H -14.739700 11.139360 24.801550 -0.3217 -0.5177 0.0173 0.47
H -17.194570 9.555940 21.611060 0.2220 0.1177 -0.5615 -0.08
H -15.372810 9.806650 21.334350 -0.4080 -0.6972 -0.1299 0.57
H -16.242290 11.229840 21.496700 -0.8219 0.1252 -0.4127 0.18
H -17.746860 11.669060 23.575960 0.1427 -0.2825 -0.6234 -0.53
H -17.016320 11.126880 25.013470 0.3296 -0.3734 0.0891 0.77
H -18.896870 9.573490 23.221910 0.0674 -0.4747 -0.1641 -0.75
H -19.032830 9.706180 24.903670 0.2071 -0.0403 0.2187 0.21
H -17.563270 7.395800 23.660120 -0.6532 0.4632 -0.4222 0.16
H -17.372430 7.845520 25.301670 -0.1704 0.4302 0.2124 0.49
H -15.548340 8.064960 23.205780 0.3167 0.3562 -0.0460 0.42
H -15.272160 8.829620 24.793570 -0.1851 0.1154 -0.0429 0.38
C -19.075320 14.058790 22.328020 -0.0650 -0.1297 1.1327 -1.18
C -19.037880 13.400480 21.007860 -0.1995 -0.1077 -2.4791 0.99
C -19.298110 11.908280 20.961020 0.1928 -0.7705 -0.2801 0.85
N -19.382800 11.233790 19.539000 0.0143 -0.2707 -0.0579 0.85
C -18.011700 11.338900 18.846600 -1.3821 0.6202 1.3834 -0.69
C -20.474370 11.819670 18.613660 -0.9960 -1.5513 1.3610 -0.22
C -21.686130 10.810940 18.804460 -0.5577 1.4187 -1.1223 0.26
C -21.182090 9.521330 19.360210 -0.4828 -0.1575 2.0999 1.54
C -19.684800 9.695690 19.665320 -0.8561 -0.4292 -1.7008 0.08
H -19.919040 13.719160 22.928760 0.0869 -0.1348 0.3284 0.04
H -19.168990 15.139970 22.226200 0.2164 -0.0611 -0.0273 -0.35
H -18.113980 13.831660 22.788830 -0.2250 0.2195 0.6445 0.63
H -18.057480 13.654370 20.604800 0.0580 -0.1975 -0.5096 -0.25
H -19.805100 13.824770 20.360200 -0.0116 0.4713 -0.1737 -0.14
H -20.219710 11.690690 21.500830 -0.1082 -0.3983 -0.0672 0.01
H -18.462830 11.375610 21.415630 -0.2916 -0.1155 0.0745 -0.57
H -18.222210 11.062100 17.813560 0.7332 -0.2854 0.1940 0.56
H -17.386410 10.707100 19.477430 0.4374 -0.0038 -0.8727 0.35
H -17.715780 12.381470 18.963190 0.4394 -0.2077 -0.3492 -0.43
H -20.218840 11.780350 17.554760 0.7029 -0.1776 0.2582 0.34
H -20.626930 12.870420 18.860160 -0.2246 -0.2604 0.1710 0.19
H -22.135630 10.617340 17.830520 0.1539 0.2316 -0.3215 -0.76
H -22.550650 11.141180 19.380340 0.3821 0.6245 0.2749 -0.32
H -21.627010 8.673000 18.840120 1.2902 -0.2705 -0.7131 -0.36
H -21.686920 9.340190 20.309120 0.1089 0.4045 0.5110 -0.38
H -19.126830 9.195060 18.874030 0.4372 0.3472 0.0725 0.01
H -19.405660 9.143060 20.562410 0.4091 0.8484 0.3747 -0.45
C -24.796000 7.296020 20.812750 0.3705 -0.4058 0.4226 -1.39
C -25.514530 8.028120 21.938630 0.2336 -1.6749 0.6773 0.22
C -25.372890 9.478090 21.750620 -0.4566 1.5122 1.3670 -0.72
N -26.107230 10.334780 22.804320 -0.6006 0.7072 -1.2001 0.59
C -25.935210 9.845590 24.261610 -0.1062 0.5269 -0.7788 -0.78
C -27.592590 10.380870 22.404610 -0.1559 -0.2071 2.4110 -0.66
C -27.776570 11.480170 21.417370 -1.4594 -0.6022 -2.5009 -0.80
C -26.473520 12.209240 21.181600 -0.7075 -0.7915 0.2482 -0.80
C -25.752550 11.798650 22.442450 1.1764 0.1787 0.7701 -0.29
H -25.387060 7.269810 19.897300 0.1673 -0.1211 0.0149 0.60
H -24.523000 6.298940 21.158310 -0.5794 -0.3133 -0.2944 0.55
H -23.800870 7.706870 20.642390 -0.0343 0.5554 -0.2519 -0.06
H -25.073680 7.701860 22.880600 0.4802 0.3022 0.1045 -0.38
H -26.518000 7.628430 22.084910 -0.3812 0.3901 -0.5946 0.52
H -25.797290 9.823270 20.807840 0.3125 -0.1241 -0.0949 0.27
H -24.348430 9.810270 21.918670 0.3187 -0.2855 -0.5249 0.19
H -26.641920 9.025750 24.390140 0.0980 0.0818 0.0243 0.40
H -26.172060 10.646990 24.961440 -0.3175 0.1246 -0.3256 0.49
H -24.925800 9.519510 24.512370 0.1232 0.0534 -0.6588 -0.02
H -28.156890 10.704360 23.279270 0.2298 -0.4561 0.4360 0.47
H -27.922530 9.367320 22.176680 0.0499 0.2291 -0.3583 0.36
H -28.621520 12.129620 21.646260 0.1369 -0.1243 0.2430 0.37
H -28.026260 10.976900 20.483310 -0.4473 0.3418 -0.2030 0.31
H -26.632450 13.284010 21.093770 0.2504 -0.0735 0.1835 0.52
H -26.101320 11.821320 20.233400 0.7483 0.3059 0.2411 0.24
H -26.181890 12.389340 23.251670 0.3519 0.0813 0.1729 0.52
H -24.677530 11.935400 22.325240 0.1336 -0.2790 0.6954 0.15
C -19.912220 9.993410 10.971950 1.9393 -1.5058 -0.6443 -1.57
C -21.087590 10.655230 11.536510 -0.5485 0.6090 0.4937 0.56
C -22.177070 9.626760 11.866870 -0.3485 2.0929 0.3254 -0.57
N -23.293940 10.408160 12.611760 0.0142 -2.7652 -0.0982 0.01
C -23.839780 11.558370 11.770300 0.4224 -0.2384 1.1708 -0.88
C -22.881300 10.821470 13.991890 -0.1466 1.5990 0.8507 0.24
C -24.189340 11.037320 14.866180 0.0675 -0.7462 -0.9919 -0.26
C -25.131480 10.058880 14.178850 -1.1652 -1.8367 -1.7615 -0.90
C -24.440090 9.381080 12.952720 0.3991 2.0590 0.3384 -0.45
H -19.269730 9.447030 11.662440 -0.3548 -0.1558 0.5558 0.35
H -19.168460 10.615200 10.473660 -0.5229 0.3069 -0.3317 0.40
H -20.277520 9.228260 10.286960 0.3669 0.0794 -0.4521 0.39
H -21.425770 11.383440 10.799320 -0.4107 -0.2503 -0.1433 0.30
H -20.854720 11.278020 12.400230 0.1662 -0.1550 0.3118 -0.21
H -21.890210 8.808990 12.527970 0.2276 0.1185 -0.0827 0.11
H -22.582380 9.237130 10.933060 -0.2532 -0.1064 0.1816 0.54
H -24.631970 11.926440 12.422270 -0.3809 0.2860 -0.8699 0.42
H -24.084980 11.237150 10.757980 -0.5602 -0.3516 0.3765 0.35
H -23.091510 12.336810 11.621210 0.0686 -0.1367 0.4943 0.33
H -22.182010 11.652010 13.895540 -0.4274 0.3371 0.1108 -0.19
H -22.290970 10.070660 14.517160 -0.1659 -0.5871 -0.5997 -0.04
H -24.714030 11.991500 14.914450 0.7621 0.3769 -0.4151 0.47
H -24.055860 10.738400 15.905860 0.4431 -0.0315 -0.0995 0.13
H -26.052540 10.455520 13.751720 -0.0845 0.4604 0.7433 0.31
H -25.382390 9.153030 14.730730 -0.4120 0.5772 0.7181 0.45
H -25.017050 9.287180 12.032720 -0.1849 -0.2326 0.3276 0.49
H -24.096610 8.425570 13.349120 0.8900 0.0915 -0.8804 0.20
Cl -15.017510 12.957920 19.595950 -0.8107 0.1899 0.0956 -0.63
Cl -17.527080 6.826250 20.293160 -0.5483 0.4825 -0.0616 -0.67
Cl -21.767500 10.225100 23.458680 -0.2803 0.2737 -0.1254 -0.78
```
Positions in Å, forces in eV/Å.

Output
spin multiplicity = 1
net charge = +7
E_tot = -5463.3090 Eh
HOMO-LUMO gap = 6.68 eV